{
  "formula": "C25H44O2P2Re",
  "method": "ωB97M-V with the def2-TZVPD basis set",
  "relative_energy_kj_mol": 525.43,
  "charge": 2,
  "spin_multiplicity": 4,
  "elements": ["Re", "P", "P", "O", "O", "C", "C", "C", "C", "C", "C", "C", "C", "C", "C", "C", "C", "C", "C", "C", "C", "C", "C", "C", "C", "C", "C", "C", "C", "C", "H", "H", "H", "H", "H", "H", "H", "H", "H", "H", "H", "H", "H", "H", "H", "H", "H", "H", "H", "H", "H", "H", "H", "H", "H", "H", "H", "H", "H", "H", "H", "H", "H", "H", "H", "H", "H", "H", "H", "H", "H", "H", "H", "H"],
  "positions_angstrom": [[-0.78817, -0.22491, -0.47527], [-1.93959, -2.59975, 2.13450], [2.41178, 3.27524, -2.06173], [0.23353, -2.88556, -1.14315], [1.91001, -1.33888, -1.42353], [1.77952, -2.06294, 2.19590], [-2.89914, -4.10903, 1.70075], [-2.02023, 2.04067, -1.89687], [-2.56300, 2.15856, -0.46567], [-1.88057, -1.71364, 0.40581], [-1.45319, -0.49247, -2.25944], [-1.00458, 0.91717, -2.02843], [1.15828, -3.98993, -1.27397], [-2.00857, 1.05865, 0.45588], [4.12784, 2.12524, 0.46196], [1.39921, 3.01507, 1.76819], [3.12238, 1.23667, 1.07976], [3.20878, -0.17796, 1.13829], [1.18088, 4.19777, -3.04462], [2.54623, 1.83245, -3.17981], [1.32604, 0.47083, 2.28455], [-2.94107, -0.75870, -2.39228], [1.92027, 1.63330, 1.72405], [0.18950, 0.43702, 3.22417], [-3.66825, -0.47557, -1.07716], [4.31004, -0.96365, 0.54748], [-3.28135, -1.71272, 3.03163], [2.09492, -0.65804, 1.87288], [0.75744, -1.62515, -1.13886], [-2.70501, -0.41466, 0.11904], [3.60638, 1.79556, -3.49319], [-0.52640, 1.24291, 3.02307], [-2.83624, 1.92523, -2.62190], [2.24952, -2.75315, 1.48242], [0.29981, 4.35066, -2.40072], [-0.86216, -1.02978, -3.00451], [-4.26904, 0.43607, -1.11287], [-1.51671, 2.98041, -2.16570], [1.90503, 1.92426, -4.07174], [1.52052, -4.25828, -0.27537], [5.27449, -0.67131, 0.98918], [0.68890, -2.24239, 2.18601], [-3.96120, -3.87582, 1.55399], [-2.35821, 1.21990, 1.48701], [-2.78538, -4.81229, 2.53831], [-2.47778, -4.55543, 0.79255], [0.56914, -4.80120, -1.68889], [-3.35595, -2.17661, 4.02715], [-3.03167, -0.65318, 3.16461], [-4.36207, -1.29607, -0.86803], [1.98676, 3.63898, 2.45792], [4.16210, -2.03327, 0.72313], [1.63771, 5.17608, -3.27849], [3.80597, 3.16983, 0.49311], [2.14373, -2.32516, 3.20377], [1.43992, 3.47925, 0.76938], [-4.24158, -1.82142, 2.51453], [0.89463, 3.68505, -3.97481], [0.54428, 0.57304, 4.26007], [-0.33697, -0.52522, 3.18413], [-3.65653, 2.13555, -0.44345], [-0.11092, 1.21070, -2.58815], [-3.37953, -0.41779, 0.98923], [5.08562, 2.05340, 1.00451], [-2.25630, 3.12032, -0.03823], [0.35764, 3.03646, 2.10872], [-2.07967, -2.53100, -0.29882], [-3.38553, -0.20127, -3.23121], [-3.06256, -1.81933, -2.64964], [4.32458, 1.85649, -0.58387], [1.99300, -3.74031, -1.93688], [-0.84428, 1.21875, 0.64712], [4.38074, -0.79571, -0.53708], [2.30227, 0.91206, -2.62041]],
  "forces_ev_per_a": [[10.98, -4.38, 4.53], [0.40, 0.30, -0.15], [-0.52, -0.08, -0.32], [1.09, 0.65, -0.05], [-1.32, -0.07, 0.42], [-0.11, -0.41, -0.13], [0.12, 0.17, -0.23], [-0.07, 0.50, -0.44], [0.04, 0.48, 0.16], [-0.50, 0.23, -0.32], [-0.96, 0.96, -4.44], [-2.46, 0.61, -2.26], [0.16, -0.07, -0.21], [-3.55, 1.92, 1.86], [0.17, 0.34, 0.27], [-0.34, 0.23, 0.03], [0.10, 0.30, -0.27], [0.43, -0.17, -0.21], [-0.08, 0.57, 0.10], [0.50, -0.42, 0.02], [0.24, -0.07, -0.14], [-0.21, -0.75, 0.05], [0.10, 0.13, -0.07], [-0.48, -0.04, 0.15], [-0.31, -0.15, -0.21], [0.03, -0.38, 0.07], [0.18, 0.17, -0.14], [-0.19, -0.05, 0.20], [-0.49, -0.77, 0.51], [-4.53, -0.55, 0.43], [-0.45, -0.36, -0.05], [0.15, -0.08, 0.17], [0.11, 0.00, 0.17], [-0.08, 0.21, 0.24], [0.15, 0.28, -0.39], [-0.05, 0.10, 0.21], [0.04, -0.19, -0.08], [-0.23, -0.25, 0.06], [0.36, -0.14, 0.38], [-0.01, 0.02, -0.23], [-0.20, 0.00, -0.09], [0.46, 0.04, 0.11], [0.24, -0.16, -0.05], [0.48, 0.31, -0.20], [-0.05, 0.15, -0.30], [-0.13, -0.11, 0.25], [0.12, -0.09, 0.01], [-0.01, 0.18, -0.30], [-0.12, -0.15, 0.15], [-0.01, 0.21, 0.03], [-0.09, -0.08, -0.16], [0.13, 0.21, -0.11], [-0.53, -0.22, 0.00], [0.13, -0.26, -0.06], [-0.10, 0.08, -0.21], [0.15, -0.13, 0.28], [0.08, 0.12, 0.14], [0.06, 0.31, 0.37], [-0.09, -0.04, -0.26], [0.12, 0.13, 0.08], [0.23, 0.14, 0.16], [0.45, -0.44, 0.52], [0.53, 0.17, 0.04], [-0.20, -0.11, -0.13], [-0.14, -0.15, 0.11], [0.21, 0.06, 0.04], [-0.39, 0.59, -0.24], [0.29, -0.05, 0.24], [-0.01, 0.22, 0.04], [0.01, -0.06, 0.24], [-0.23, -0.05, 0.17], [-0.03, 0.23, -0.45], [-0.06, 0.03, 0.25], [0.27, 0.12, -0.37]],
  "lowdin_spin": [0.028, 0.003, 0.674, 0.000, 0.005, 0.047, 0.000, 0.001, 0.001, -0.001, 0.005, 0.005, 0.000, 0.002, 0.051, 0.056, 0.325, 0.325, 0.098, 0.100, 0.305, 0.002, 0.314, 0.046, 0.000, 0.046, 0.000, 0.313, 0.001, -0.001, 0.021, 0.005, 0.000, 0.002, 0.020, 0.000, 0.000, 0.000, -0.001, 0.000, 0.016, 0.007, 0.000, 0.000, 0.000, 0.000, 0.000, 0.000, 0.000, 0.000, 0.019, -0.001, 0.020, -0.001, 0.022, 0.022, 0.000, -0.001, 0.020, 0.004, 0.000, 0.004, -0.001, 0.017, 0.000, 0.000, 0.002, 0.000, 0.000, 0.016, 0.000, -0.001, 0.017, 0.018]
}